Version i
{"formula": "C3H13N2O", "method": "wB97M-V/def2-TZVPD", "elements": ["N", "C", "C", "N", "C", "H", "H", "H", "H", "H", "H", "H", "H", "H", "H", "H", "H", "H", "O"], "coordinates": [[0.5299, 0.4870, 2.1619], [0.9604, 1.4465, 1.1109], [0.1518, 1.2137, -0.1622], [0.0776, -0.2480, -0.4587], [1.1237, -0.6359, -1.4106], [0.2884, -0.3615, 1.5810], [-0.2506, 0.8347, 2.7581], [1.3393, 0.2000, 2.7768], [2.0304, 1.3237, 0.9639], [0.7989, 2.4687, 1.4554], [0.6154, 1.7607, -0.9914], [-0.8533, 1.6328, -0.1138], [-0.8737, -0.4311, -0.7742], [0.9788, -1.7066, -1.5844], [0.9528, -0.1735, -2.3882], [2.1231, -0.4270, -1.0631], [-3.2540, -2.1563, -0.8750], [-2.1924, -2.4052, -1.9120], [-2.4287, -1.8165, -1.1871]], "multiplicity": 2, "s2": 0.751, "gap_ev": [3.57, 9.99], "homo_energy_ev": [-3.08, -9.55], "total_charge": 0}

Version ii
{"formula": "C3H13N2O", "method": "wB97M-V/def2-TZVPD", "elements": ["N", "C", "C", "C", "N", "H", "H", "H", "H", "H", "H", "H", "H", "H", "H", "H", "H", "H", "O"], "coordinates": [[1.0673, 0.6024, 0.5046], [0.3877, 0.3833, -0.8136], [-0.6416, 1.4630, -1.0653], [-0.2490, -1.0283, -0.8302], [-0.9804, -1.2180, -2.0693], [2.0246, 0.0828, 0.4504], [0.6735, 0.0863, 1.3003], [1.1812, 1.6079, 0.7682], [1.1903, 0.3575, -1.5488], [-1.4328, 1.3573, -0.3230], [-1.1010, 1.5570, -2.0466], [-0.1576, 2.4483, -0.9934], [0.6116, -1.6851, -0.6255], [-0.9030, -1.2084, 0.0260], [-0.6149, -1.9680, -2.6317], [-1.9024, -1.5560, -1.8827], [0.3958, 0.6487, 3.7310], [0.0915, -0.7716, 4.1152], [0.2553, -0.2191, 3.3239]], "multiplicity": 2, "s2": 0.751, "gap_ev": [4.09, 10.60], "homo_energy_ev": [-3.22, -10.03], "total_charge": 0}

Energy ordering: version ii at the bottom, the next structure 3.3 kcal/mol above.